{
  "formula": "C4H2ClN",
  "method": "ωB97M-V/def2-TZVPD",
  "elements": ["C", "C", "C", "C", "H", "H", "N", "Cl"],
  "coordinates": [[0.900, -0.663, 0.945], [0.075, 0.067, -0.074], [-0.527, 0.710, -0.897], [-1.374, 1.150, -1.870], [1.062, -1.734, 0.783], [1.934, -0.407, 1.081], [-2.245, 1.557, -2.525], [0.175, -0.680, 2.558]],
  "forces_ev_per_angstrom": [[-0.48, -0.88, -0.39], [1.36, -0.44, 0.84], [0.74, -1.19, 0.70], [-1.98, 1.19, -0.82], [-0.79, 0.16, -0.91], [0.28, 1.31, -0.32], [1.26, -0.53, 0.43], [-0.39, 0.39, 0.47]],
  "smiles": "N#CC#CCCl",
  "charge": 0,
  "de_lowest_kj_mol": 24.06,
  "e_lumo_ev": 0.07
}



{
  "formula": "C2H2F6N2O3S2",
  "method": "ωB97M-V/def2-TZVPD",
  "elements": ["C", "C", "N", "N", "O", "O", "O", "F", "F", "F", "F", "F", "F", "S", "S", "H", "H"],
  "coordinates": [[2.713, -1.013, -0.062], [-2.520, 0.509, -0.364], [-0.464, -0.945, -0.249], [1.056, 1.269, 0.235], [0.752, 0.282, -2.117], [-2.167, -1.698, 1.346], [-0.986, 0.411, 1.711], [2.221, -1.728, 0.942], [3.313, -1.803, -0.918], [3.557, -0.112, 0.403], [-2.910, -0.218, -1.410], [-1.727, 1.498, -0.812], [-3.632, 0.986, 0.274], [0.726, -0.028, -0.755], [-1.601, -0.525, 0.819], [0.937, 2.148, -0.196], [0.731, 0.965, 1.155]],
  "forces_ev_per_angstrom": [[-2.36, 0.14, 0.01], [-2.05, -0.06, 0.02], [1.85, 0.48, -1.03], [0.12, -2.96, -0.81], [0.13, 0.70, -2.15], [-1.46, -0.32, -0.31], [-0.91, 0.68, 0.99], [0.24, 0.04, 0.07], [-0.21, 0.27, -0.34], [-0.50, 0.00, -0.45], [0.01, 0.35, 0.34], [-0.86, -0.37, 0.58], [1.24, 0.04, -0.87], [1.72, -1.68, 4.07], [3.75, 0.26, -0.17], [-0.49, 1.17, -0.01], [-0.23, 1.25, 0.05]],
  "charge": 0,
  "de_lowest_kj_mol": 80.18,
  "e_lumo_ev": -0.94
}



{
  "formula": "C55H52KN7OPS",
  "method": "ωB97M-V/def2-TZVPD",
  "elements": ["K", "C", "N", "C", "N", "C", "C", "C", "C", "C", "C", "C", "C", "C", "C", "C", "C", "C", "C", "P", "C", "N", "C", "C", "N", "C", "C", "C", "C", "C", "C", "C", "C", "C", "C", "C", "C", "C", "C", "N", "C", "C", "N", "C", "C", "C", "C", "C", "C", "C", "C", "C", "C", "C", "C", "C", "H", "H", "H", "H", "H", "H", "H", "H", "H", "H", "H", "H", "H", "H", "H", "H", "H", "H", "H", "H", "H", "H", "H", "H", "H", "H", "H", "H", "H", "H", "H", "H", "H", "H", "H", "H", "H", "H", "H", "C", "C", "C", "N", "H", "H", "H", "H", "H", "O", "S", "C", "C", "C", "C", "H", "H", "H", "H", "H", "H", "H", "H"],
  "coordinates": [[-0.218, -0.941, 0.254], [3.154, 1.652, -4.000], [2.840, 0.684, -2.988], [1.977, 0.744, -1.910], [2.160, -0.285, -1.050], [3.251, -1.018, -1.572], [3.686, -0.492, -2.754], [4.872, -0.837, -3.539], [4.676, -1.099, -4.910], [5.763, -1.249, -5.789], [7.020, -1.504, -5.225], [7.191, -1.432, -3.807], [6.182, -1.007, -2.994], [3.766, -2.148, -0.801], [4.370, -3.243, -1.419], [4.706, -4.383, -0.633], [4.457, -4.399, 0.700], [3.826, -3.317, 1.301], [3.517, -2.167, 0.541], [0.695, 2.031, -1.655], [0.631, 2.586, 0.090], [0.649, 1.716, 1.109], [0.790, 2.498, 2.275], [0.884, 3.815, 1.954], [0.790, 3.854, 0.516], [0.965, 5.067, -0.310], [1.040, 4.950, 2.762], [1.874, 4.777, 3.901], [1.860, 5.657, 4.963], [1.037, 6.766, 4.924], [0.357, 7.078, 3.770], [0.371, 6.186, 2.684], [0.729, 1.794, 3.580], [1.318, 0.483, 3.695], [1.207, -0.293, 4.802], [0.540, 0.157, 5.941], [0.030, 1.466, 5.959], [0.199, 2.289, 4.819], [-0.942, 1.373, -2.009], [-1.798, 0.957, -1.088], [-3.075, 1.318, -1.522], [-3.036, 1.732, -2.863], [-1.640, 1.632, -3.206], [-1.034, 2.019, -4.461], [-4.021, 2.064, -3.928], [-4.190, 1.156, -4.940], [-5.287, 1.336, -5.768], [-6.142, 2.384, -5.687], [-5.920, 3.348, -4.693], [-4.941, 3.147, -3.758], [-4.223, 1.022, -0.706], [-5.547, 1.306, -1.102], [-6.665, 1.122, -0.238], [-6.501, 0.674, 1.015], [-5.194, 0.430, 1.477], [-4.094, 0.640, 0.623], [4.222, 1.934, -3.924], [2.499, 2.547, -3.918], [2.929, 1.197, -4.948], [3.701, -1.206, -5.386], [5.634, -1.217, -6.898], [7.815, -1.799, -5.881], [8.169, -1.724, -3.427], [6.450, -0.860, -1.937], [4.627, -3.309, -2.478], [5.200, -5.305, -1.095], [4.712, -5.247, 1.326], [3.574, -3.326, 2.347], [2.979, -1.299, 0.953], [1.477, 5.856, 0.243], [-0.038, 5.433, -0.739], [1.617, 4.813, -1.170], [2.547, 3.900, 4.130], [2.363, 5.389, 5.886], [1.087, 7.469, 5.771], [-0.219, 8.016, 3.702], [-0.071, 6.485, 1.715], [1.861, 0.037, 2.866], [1.575, -1.351, 4.851], [0.346, -0.491, 6.846], [-0.603, 1.832, 6.797], [-0.222, 3.274, 4.792], [-0.039, 1.563, -4.447], [-0.926, 3.102, -4.646], [-1.587, 1.543, -5.329], [-3.541, 0.332, -5.144], [-5.531, 0.578, -6.496], [-6.937, 2.443, -6.390], [-6.560, 4.187, -4.487], [-4.762, 3.862, -2.927], [-5.810, 1.710, -2.089], [-7.630, 1.403, -0.665], [-7.290, 0.382, 1.671], [-4.948, 0.075, 2.498], [-3.108, 0.377, 0.974], [-4.680, -4.868, 2.765], [-4.823, -3.430, 2.205], [-3.710, -2.927, 1.401], [-2.821, -2.497, 0.769], [-5.675, -5.236, 2.940], [-4.097, -4.896, 3.720], [-4.291, -5.533, 2.010], [-5.056, -2.688, 3.036], [-5.713, -3.250, 1.556], [0.606, -3.227, 1.736], [-0.341, -4.307, 2.134], [0.451, -5.032, 3.650], [0.895, -6.469, 3.308], [0.225, -6.984, 2.003], [0.209, -5.773, 1.117], [-0.321, -4.974, 4.379], [1.266, -4.376, 3.940], [0.594, -7.129, 4.149], [1.977, -6.576, 3.164], [-0.843, -7.381, 2.171], [0.787, -7.832, 1.528], [-0.356, -5.825, 0.179], [1.247, -5.491, 0.863]],
  "forces_ev_per_angstrom": [[-0.02, -0.20, 0.39], [-0.29, 0.99, -0.07], [0.93, -2.17, 1.94], [0.28, -1.52, 1.04], [1.05, 0.71, -2.05], [-1.18, 1.11, 0.42], [-1.16, 1.87, 0.74], [0.24, -0.48, -1.05], [0.66, 0.46, -0.51], [0.56, -0.44, 0.28], [-1.09, 0.34, 0.83], [0.76, -0.45, -2.23], [-0.93, 0.34, 0.45], [0.13, -0.46, -1.51], [0.70, -1.77, 0.62], [0.86, -0.29, -2.52], [-0.62, 0.15, 1.66], [-0.03, 1.30, -0.64], [-0.52, -0.79, 1.81], [0.65, 1.31, -1.31], [0.67, -2.31, 0.78], [-0.13, 1.51, 0.38], [-0.47, -1.70, -0.52], [-0.40, -0.93, -3.90], [0.20, 1.20, 1.29], [-0.87, -0.29, -1.21], [1.20, 1.90, 2.86], [0.62, -0.98, 0.72], [-0.61, -0.24, 0.05], [0.67, 1.06, 0.83], [-0.51, 0.15, -0.96], [-0.03, 0.14, -0.59], [1.01, -1.29, 2.26], [-0.30, 1.24, -1.66], [-0.20, -1.70, 1.85], [-0.88, 0.47, 1.14], [0.00, 0.06, -0.67], [-0.33, -1.01, -1.37], [-1.74, -1.24, -1.00], [-0.35, 2.00, 0.03], [0.98, -1.08, -1.89], [2.63, -0.53, 0.15], [-1.10, 1.36, 1.82], [0.09, -0.70, -1.09], [-0.30, 0.26, 1.91], [-0.84, 0.62, -0.59], [0.14, -1.24, -0.86], [0.15, 1.17, 0.80], [-0.54, -0.17, 0.46], [2.01, -0.29, 0.10], [-2.37, 1.01, 0.61], [-0.81, 0.06, 0.12], [0.66, 1.02, -2.90], [1.51, -1.24, 2.13], [1.00, 0.10, -0.52], [-0.34, -0.92, 0.93], [-0.60, -0.07, -0.20], [0.51, -0.58, 0.24], [0.27, 0.02, -0.62], [-0.10, 0.52, 0.56], [0.00, -0.34, 1.16], [0.48, 0.06, -0.01], [-0.23, 0.30, 0.18], [-0.71, 0.00, -0.46], [-0.38, 0.36, 0.29], [-0.76, 1.58, 0.46], [0.04, -0.09, -0.17], [0.01, -0.06, 0.23], [0.43, -0.62, 0.09], [-0.28, -0.23, 0.15], [1.50, -0.48, 0.84], [-0.45, 0.08, 0.44], [-1.09, 0.68, -1.11], [0.30, 0.19, -0.20], [-0.41, -0.40, -0.47], [0.42, -0.59, -0.05], [-0.23, -0.29, 0.90], [-0.19, 0.32, -0.23], [-0.09, 1.21, -0.42], [0.44, 0.66, -1.27], [0.84, -0.24, -0.60], [-0.22, 0.39, 0.25], [-0.06, 0.23, -0.21], [-0.28, -0.37, 0.33], [0.58, 0.69, 1.09], [0.35, -0.45, 0.36], [0.25, -0.16, -0.26], [-0.61, 0.24, -0.27], [-0.38, 0.20, -0.53], [-0.30, -0.64, -0.64], [0.46, -0.37, 0.47], [0.15, -0.31, 0.34], [-0.73, 0.30, 0.23], [-0.54, 0.27, -0.72], [0.11, 0.21, 0.21], [0.06, 0.79, 0.13], [-1.09, 1.17, 0.61], [2.37, 1.08, -1.10], [-2.06, -1.07, 1.47], [-0.43, -0.10, 0.44], [-0.38, -0.01, -1.01], [0.53, -0.16, -0.08], [0.71, -0.84, -0.85], [0.44, -0.73, 0.28], [-0.15, 1.14, -0.52], [1.16, -1.25, 0.10], [-0.03, -0.55, -1.48], [-0.48, -1.20, 0.63], [-1.24, -0.77, 0.32], [0.23, 0.78, -0.46], [-0.51, -0.25, 0.87], [0.01, 0.16, -0.20], [0.46, 0.27, -0.44], [-0.20, 0.35, 0.23], [1.49, 0.62, -0.05], [-0.40, 0.80, 0.53], [-0.08, -0.05, 0.36], [-0.33, 0.10, 0.06]],
  "charge": 1,
  "de_lowest_kj_mol": 12.18,
  "e_lumo_ev": -1.61
}



{
  "formula": "C4H18NO3",
  "method": "ωB97M-V/def2-TZVPD",
  "elements": ["C", "C", "C", "C", "N", "H", "H", "H", "H", "H", "H", "H", "H", "H", "H", "H", "H", "H", "H", "O", "H", "H", "O", "H", "H", "O"],
  "coordinates": [[1.552, 0.732, -1.739], [0.239, 0.211, -1.159], [-0.321, -1.044, -1.794], [-1.687, -1.464, -1.244], [0.255, 0.188, 0.404], [1.298, 1.117, -2.759], [2.409, -0.068, -1.786], [2.053, 1.364, -1.098], [-0.584, 1.033, -1.460], [-0.413, -0.929, -2.932], [0.342, -1.813, -1.810], [-2.406, -1.819, -2.042], [-1.641, -2.289, -0.628], [-2.184, -0.551, -0.730], [-0.665, -0.086, 0.696], [1.023, -0.304, 0.911], [0.560, 1.181, 0.598], [2.819, 0.534, 2.113], [3.653, 1.459, 1.217], [2.791, 0.967, 1.331], [-2.073, 1.361, 2.357], [-2.490, 2.180, 1.060], [-1.885, 1.537, 1.420], [-1.582, -1.116, 2.527], [-0.348, -1.375, 3.708], [-0.713, -1.007, 2.839]],
  "forces_ev_per_angstrom": [[0.45, -3.28, -1.55], [-1.39, 1.63, -0.92], [-1.92, 1.35, -1.84], [-1.62, 2.55, -1.60], [2.29, 1.46, -1.78], [0.75, -0.13, 0.99], [-1.93, 0.83, -0.41], [0.49, 2.35, 1.12], [1.73, -1.51, 1.37], [0.05, 0.72, 1.54], [2.16, -2.45, 0.71], [0.86, 0.74, 0.65], [0.26, -1.57, 1.91], [0.52, -1.61, -0.67], [-0.33, 0.43, 0.83], [-0.88, -0.36, -1.04], [-1.32, -1.12, 0.42], [0.52, -1.94, 4.00], [-1.45, -0.92, 0.34], [1.00, 2.87, -4.17], [-0.17, 0.49, -0.49], [-0.51, 0.31, 0.27], [0.55, -0.75, 0.29], [-1.79, -1.05, 0.72], [-2.05, 0.43, -1.98], [3.73, 0.56, 1.30]],
  "charge": 1,
  "de_lowest_kj_mol": 181.38,
  "e_lumo_ev": -2.86
}



{
  "formula": "C2H2O3",
  "method": "ωB97M-V/def2-TZVPD",
  "elements": ["C", "C", "O", "O", "O", "H", "H"],
  "coordinates": [[-3.070, -0.826, 0.393], [-0.564, 0.290, -0.676], [-3.533, -1.429, -0.478], [-2.743, -0.451, 1.441], [0.032, 1.109, 0.132], [0.069, -0.628, -0.937], [1.017, 0.794, 0.327]],
  "forces_ev_per_angstrom": [[-0.71, -1.30, 1.15], [-0.76, -0.50, -0.17], [0.19, 0.47, -1.01], [0.53, 0.87, -0.18], [3.12, -1.56, -0.03], [0.05, 0.94, 0.38], [-2.43, 1.09, -0.16]],
  "charge": 0,
  "de_lowest_kj_mol": 246.96,
  "e_lumo_ev": 0.25
}



{
  "formula": "C2H2FNO",
  "method": "ωB97M-V/def2-TZVPD",
  "elements": ["C", "C", "N", "O", "F", "H", "H"],
  "coordinates": [[-0.536, 0.144, -0.521], [-0.050, 0.277, 0.822], [-0.546, 1.317, -0.066], [-1.013, -0.257, 1.966], [-1.237, 0.801, 2.846], [-0.766, -0.473, -1.353], [0.964, 0.206, 1.172]],
  "forces_ev_per_angstrom": [[0.35, 0.13, 1.54], [-1.89, -1.42, 1.81], [-0.20, 0.18, -0.23], [1.71, 0.28, -2.96], [0.09, 0.73, 0.39], [-0.20, -0.13, -0.66], [0.13, 0.23, 0.10]],
  "smiles": "FO[C@H]1C=N1",
  "charge": 0,
  "de_lowest_kj_mol": 512.98,
  "e_lumo_ev": 0.52
}



{
  "formula": "C3H5NO",
  "method": "ωB97M-V/def2-TZVPD",
  "elements": ["C", "C", "C", "N", "O", "H", "H", "H", "H", "H"],
  "coordinates": [[1.005, -0.581, 0.359], [-0.407, -0.794, 0.349], [-1.229, 0.573, -0.524], [-0.639, 1.564, -0.916], [-1.194, -1.475, 0.933], [0.540, 1.496, -0.487], [-2.270, 0.277, -0.546], [1.497, -0.934, -0.543], [1.202, 0.712, 0.083], [1.496, -0.838, 1.292]],
  "forces_ev_per_angstrom": [[1.71, 2.60, -0.77], [-2.78, 3.52, -0.88], [1.55, -3.87, 1.88], [3.23, 1.83, 0.64], [0.55, -0.87, 0.00], [-3.87, 0.46, -1.85], [-0.35, 0.41, -0.45], [0.08, -0.54, 0.15], [-0.27, -3.57, 1.41], [0.14, 0.03, -0.14]],
  "smiles": "[H]/N=C\\C(C)=O",
  "charge": 0,
  "de_lowest_kj_mol": 325.64,
  "e_lumo_ev": 0.23
}



So what do the calculations give for Kohn-Sham gap? Going down the list: 10.930; 9.952; 8.100; 12.198; 9.258; 11.482; 9.051 eV.